Here is a molecular structure, C28H27N3RuSSi in a non-equilibrium geometry from the OMol25 dataset. Energies are from the ωB97M-V functional and the def2-TZVPD basis.

Geometry as XYZ:
```
61
Properties=species:S:1:pos:R:3:forces:R:3
H -5.229246 -6.040891 3.345084 0.16 0.21 -0.05
H 0.554454 3.671678 -4.215461 -0.03 0.16 0.19
C 3.728092 1.362608 -2.300720 0.89 -0.30 0.54
Si 1.951389 1.839731 -2.582426 -1.09 0.94 1.42
C -2.249148 -1.329660 3.401086 -1.01 -2.51 -0.85
C 0.653985 4.190698 -3.262060 0.16 -0.24 0.23
C -0.515450 -2.889904 -0.032799 -0.16 -0.32 -1.27
H -4.918603 -4.024433 4.881609 0.10 -0.31 -0.33
H -2.139575 -1.234945 -2.473286 0.34 -0.03 0.16
C -1.756592 -2.471663 -0.663992 0.71 -0.84 -0.15
C -3.695698 -5.397598 1.966342 0.54 0.45 -0.02
C -1.406144 -1.654285 -1.785641 0.20 0.47 0.46
H 6.325208 1.347077 -4.513683 -0.11 -0.11 0.35
C -0.020361 -1.416013 -1.763008 -0.01 -0.25 -0.10
H -2.749271 -2.853809 -0.429849 0.39 0.26 -0.17
H -1.897163 0.002741 0.118586 0.62 -0.75 -0.10
C -4.315001 -4.190185 3.986081 -0.09 -0.73 -0.12
H 0.547505 -0.778132 -2.441188 -0.32 -0.21 0.22
C 4.072827 0.222861 -1.529066 1.23 -0.80 0.04
C -2.555723 1.036674 4.286422 0.73 -0.88 -1.12
H 3.493133 -0.025165 -0.639687 0.11 -0.09 -0.36
Ru -0.750276 -0.941505 0.719798 -3.45 0.01 1.68
H 5.342722 -1.513875 -1.411627 -0.04 0.27 -0.23
H 4.533237 2.872662 -3.644131 0.05 -0.44 -0.04
H -0.368847 -3.661350 0.711800 -0.05 0.23 -0.05
C -3.340613 -3.262494 3.649810 -0.24 0.37 -0.42
C 1.394653 3.584388 -2.216300 -0.03 0.48 0.38
N -1.926457 -2.080349 2.331585 0.02 0.48 0.91
N -1.373025 0.586939 2.316106 -0.14 0.76 -0.37
C 0.052979 5.433297 -3.091450 0.12 -0.04 0.19
H 1.584695 0.050443 -0.045852 -0.38 -0.16 0.14
C 0.898940 5.517110 -0.818041 0.26 -0.24 -0.09
S -2.298161 2.616139 3.641226 0.74 -1.28 -0.72
H -3.536349 -1.640749 5.055423 0.17 -0.32 -0.41
H 6.671437 -0.884106 -3.431127 0.04 0.21 0.17
H 0.393593 1.251221 0.331609 0.06 0.06 0.09
C 5.906335 -0.209307 -3.054776 -0.01 0.02 -0.47
C -2.007336 0.083863 3.435971 -0.43 1.44 0.35
C 5.701984 1.031195 -3.674953 -0.74 1.09 -0.26
C 1.539934 4.277646 -0.991377 -0.45 0.15 -0.27
H 1.594950 -2.280601 -0.411280 -0.26 0.13 -0.14
H 0.987836 6.046300 0.135556 0.02 -0.19 -0.37
H -0.318477 7.064554 -1.734928 0.17 -0.28 0.05
C 0.546807 -2.153791 -0.666234 -0.80 -0.52 0.00
C -2.740816 -4.435448 1.627767 -0.03 -0.14 -0.02
H -3.097585 0.791910 5.193103 0.07 0.48 -0.13
H 1.944431 1.839169 -3.971665 -0.14 -0.36 -2.14
C 5.131291 -0.588327 -1.949780 -1.36 0.27 1.19
C -2.576092 -3.317334 2.463940 -0.67 0.36 0.83
H -3.835515 -6.253236 1.313126 0.05 0.13 0.09
H -0.498797 5.877620 -3.920222 0.13 -0.08 0.28
C 0.164060 6.095224 -1.864552 0.15 -0.32 -0.02
C -4.481347 -5.282909 3.121369 0.06 0.70 0.69
H -1.054689 2.522820 1.476845 0.00 -0.13 0.13
C -1.444456 1.909929 2.280953 -0.56 -0.61 0.99
H 2.141184 3.840721 -0.185690 -0.31 0.24 -0.23
C 4.669065 1.865750 -3.236518 1.18 -0.27 -0.67
N -3.106156 -2.014672 4.211702 0.47 0.56 0.22
H 1.112577 0.301184 1.624912 0.10 -0.04 0.12
C 0.716455 0.235799 0.603246 3.19 3.08 -0.68
H -2.152790 -4.543211 0.722315 -0.32 -0.18 0.23
```
Positions in Å, forces in eV/Å.

## Properties
<S²>: 6.04
Lowest unoccupied orbital energy (alpha / beta): -6.000 / -9.654 eV
HOMO (alpha / beta): -0.44343 / -0.48491 Ha
Spin multiplicity: 5
Energy: -55217.729 eV
Total charge: +2

These are the Löwdin partial charges, in e, on atoms 1 to 5: H 0.12; H 0.09; C -0.24; Si 0.90; C -0.24